Model P:
A cluster of 2 separate species, CH7NS2 in total. Source: the OMol25 dataset; level of theory: wB97M-V/def2-TZVPD.

Its SMILES is CN.SS. Its molecular weight is 97.21 u. The value obtained for the HOMO-LUMO gap is 0.320 Eh. The calculation puts the LUMO energy at 0.01 eV. As for the highest occupied orbital energy: -8.71 eV.

ORCA input file:
```
! RIJCOSX wB97M-V def2-TZVPD def2/J DEFGRID3
* xyz 0 1
C 0.814 1.184 -0.883
N 1.546 0.735 0.311
H 1.433 1.246 -1.780
H 0.321 2.151 -0.767
H -0.006 0.479 -0.980
H 2.409 1.269 0.355
H 1.771 -0.249 0.331
S -1.622 -1.167 1.655
S -2.601 -2.052 -0.082
H -2.649 -1.414 2.503
H -1.416 -2.182 -0.661
*
```


Model Q:
A cluster of 2 separate species, CH7NS2 in total. Source: the OMol25 dataset; level of theory: wB97M-V/def2-TZVPD.

Its SMILES is CN.SS. Its molecular weight is 97.21 u. The value obtained for the HOMO-LUMO gap is 0.363 Eh. The calculation puts the LUMO energy at 0.51 eV. As for the highest occupied orbital energy: -9.36 eV.

ORCA input file:
```
! RIJCOSX wB97M-V def2-TZVPD def2/J DEFGRID3
* xyz 0 1
C -0.794 -0.425 3.809
N -1.256 -0.607 2.423
H -0.664 -1.366 4.335
H -1.531 0.187 4.325
H 0.128 0.151 3.760
H -0.621 -1.272 1.998
H -2.195 -0.982 2.382
S 0.156 1.183 -1.565
S 1.072 -0.596 -1.761
H -0.284 1.236 -0.290
H 0.074 -1.480 -1.965
*
```


Which of them is the most stable, and which is the least stable? model Q and model P, in that order.


Model P:
A cluster of 4 separate species, C3H12O2S in total. Source: the OMol25 dataset; level of theory: wB97M-V/def2-TZVPD.

Its molecular weight is 112.19 u. The value obtained for the HOMO-LUMO gap is 0.171 Eh. The calculation puts the LUMO energy at -4.67 eV. As for the highest occupied orbital energy: -9.33 eV.

ORCA input file:
```
! RIJCOSX wB97M-V def2-TZVPD def2/J DEFGRID3
* xyz 0 1
C -1.693 -1.805 -0.229
C -1.679 -0.579 0.664
S -1.930 0.997 -0.238
C 0.841 2.657 -0.044
H -0.910 -1.734 -0.928
H -2.589 -1.862 -0.812
H -1.258 -2.742 0.435
H -0.703 -0.505 1.079
H -2.392 -0.581 1.477
H 1.797 3.081 0.202
H 0.676 2.694 -1.123
H 0.002 3.165 0.407
H 1.395 -1.489 1.699
H 0.807 1.609 0.263
O 1.252 -0.939 0.935
H 1.874 -0.799 -0.434
H 2.634 -0.704 -1.958
O 1.876 -0.464 -1.393
*
```


Model Q:
A cluster of 3 separate species, C3H12O2S in total. Source: the OMol25 dataset; level of theory: wB97M-V/def2-TZVPD.

Its SMILES is CCCS.O.O. Its molecular weight is 112.19 u. The value obtained for the HOMO-LUMO gap is 0.351 Eh. The calculation puts the LUMO energy at 0.78 eV. As for the highest occupied orbital energy: -8.77 eV.

ORCA input file:
```
! RIJCOSX wB97M-V def2-TZVPD def2/J DEFGRID3
* xyz 0 1
C -0.077 -1.402 1.541
C -1.134 -1.165 0.458
C -0.551 -0.796 -0.896
S 0.221 0.844 -0.944
H -0.561 -1.808 2.428
H 0.414 -0.491 1.860
H 0.688 -2.075 1.186
H -1.695 -2.103 0.359
H -1.833 -0.389 0.804
H -1.314 -0.833 -1.674
H 0.205 -1.534 -1.177
H -0.889 1.525 -1.228
O -0.723 4.124 1.789
H -0.614 3.732 2.661
H -0.310 4.997 1.806
O 2.720 -1.135 -2.704
H 2.025 -0.966 -3.350
H 3.429 -0.525 -2.918
*
```


Which of them is the most stable, and which is the least stable? model Q and model P, in that order.


Model P:
A cluster of 4 separate species, C2H12O3S in total. Source: the OMol25 dataset; level of theory: wB97M-V/def2-TZVPD.

Its SMILES is CCS.O.O.O. Its molecular weight is 116.18 u. The value obtained for the HOMO-LUMO gap is 0.364 Eh. The calculation puts the LUMO energy at 0.49 eV. As for the highest occupied orbital energy: -9.42 eV.

ORCA input file:
```
! RIJCOSX wB97M-V def2-TZVPD def2/J DEFGRID3
* xyz 0 1
C -1.948 -2.411 -0.304
C -2.941 -1.252 -0.421
S -2.176 0.414 -0.636
H -1.223 -2.191 0.508
H -1.390 -2.499 -1.322
H -2.399 -3.495 -0.121
H -3.688 -1.408 -1.211
H -3.636 -1.068 0.471
H -1.410 0.798 0.359
O 2.207 2.076 -0.315
H 1.595 2.511 0.360
H 1.584 1.579 -0.771
O 1.027 -0.232 -2.013
H 0.181 -0.818 -1.993
H 1.711 -0.702 -2.450
O 4.393 2.593 3.351
H 4.477 3.469 3.710
H 3.637 2.638 2.798
*
```


Model Q:
A cluster of 5 separate species, C2H12O3S in total. Source: the OMol25 dataset; level of theory: wB97M-V/def2-TZVPD.

Its molecular weight is 116.18 u. The value obtained for the HOMO-LUMO gap is 0.244 Eh. The calculation puts the LUMO energy at -3.23 eV. As for the highest occupied orbital energy: -9.87 eV.

ORCA input file:
```
! RIJCOSX wB97M-V def2-TZVPD def2/J DEFGRID3
* xyz 0 1
C -2.524 -1.577 -0.345
C -2.255 -0.315 0.499
S -0.952 0.920 -0.159
H -1.615 -2.334 -0.427
H -2.467 -1.229 -1.384
H -3.605 -1.937 -0.172
H -3.227 0.019 0.218
H -2.154 -0.683 1.566
H 0.616 -0.963 0.558
H 4.010 0.013 -0.112
H 2.568 -0.141 -0.528
O 3.171 -0.273 0.175
H 0.647 0.762 -2.415
H 0.577 -0.151 -1.226
O 1.036 -0.062 -2.080
H 2.326 0.304 1.803
H 0.854 0.598 1.414
O 1.466 0.632 2.195
*
```


Model R:
A cluster of 4 separate species, C2H12O3S in total. Source: the OMol25 dataset; level of theory: wB97M-V/def2-TZVPD.

Its SMILES is CCS.O.O.O. Its molecular weight is 116.18 u. The value obtained for the HOMO-LUMO gap is 0.348 Eh. The calculation puts the LUMO energy at 0.50 eV. As for the highest occupied orbital energy: -8.98 eV.

ORCA input file:
```
! RIJCOSX wB97M-V def2-TZVPD def2/J DEFGRID3
* xyz 0 1
C -1.854 -0.264 0.207
C -1.175 0.643 1.218
S 0.637 0.463 1.436
H -1.680 0.281 -0.728
H -1.397 -1.329 0.307
H -2.903 -0.345 0.385
H -1.610 0.385 2.198
H -1.330 1.706 1.141
H 0.964 1.069 0.323
O 0.314 -0.223 -2.201
H 1.160 -0.723 -2.095
H -0.390 -0.972 -2.022
O 1.953 -3.029 -0.299
H 1.428 -3.730 0.097
H 1.509 -2.201 -0.007
O -0.559 2.232 -0.999
H -0.264 1.581 -1.653
H -1.177 2.769 -1.493
*
```


Which of them is the most stable, and which is the least stable? model R and model Q, in that order.